This record from the Open Molecules 2025 dataset describes a 2-piece molecular cluster, C42H44F6N4O3S2 overall. The level of theory is wB97M-V/def2-TZVPD.

Each line ends with the Löwdin charge.
Cartesian coordinates (Å):
H: 3.7753 1.9476 0.1604  0.042
H: -2.3538 -6.2093 1.6911  0.090
H: 1.3401 0.1871 1.5280  0.093
H: 0.9734 4.7182 -0.1730  0.109
C: -1.3275 -3.5293 1.7499  -0.517
N: -0.1120 1.9904 -1.7358  -0.003
H: -4.1015 -7.9152 1.9685  0.110
C: 0.5708 1.1619 -0.8390  -0.104
O: -0.2084 -5.9573 6.4224  -0.257
H: 4.2400 3.2376 -5.4686  0.078
C: 3.9547 5.9386 -1.1643  -0.026
C: 3.7831 3.5997 -2.6926  -0.122
C: -1.6175 -1.7889 -0.0061  0.005
C: 0.1100 -1.5379 1.6990  0.005
C: -1.4070 -7.4753 4.6448  -0.225
O: 0.9403 -8.0637 5.6908  -0.259
H: -2.2161 3.1400 1.7465  0.086
C: -2.3577 -6.8329 2.5714  -0.035
C: -1.1238 -0.6897 -0.6777  -0.010
H: 4.6794 0.5098 -3.9906  0.081
N: 1.8003 2.9119 -1.4055  -0.029
H: -1.2413 3.6209 -0.4663  0.112
F: -0.2232 -4.2823 2.0691  0.106
H: 2.7567 1.8319 -3.1943  0.111
C: -3.3713 -8.6114 3.8914  0.020
H: -3.5382 2.2125 0.9903  0.088
C: -3.1675 4.5555 -0.4308  -0.065
C: -0.3671 0.5650 -4.2466  -0.372
F: -2.0993 -4.2822 0.9039  0.092
H: 0.5619 -1.8711 2.6283  0.132
H: -0.5895 -5.9076 3.4836  0.106
H: -2.5090 -2.2970 -0.3573  0.124
H: 2.8731 0.3137 0.5461  0.025
C: -1.3683 -6.6505 3.5320  -0.018
C: -2.2927 3.3009 -0.4097  -0.371
H: -4.6628 2.5226 -1.5577  0.116
H: -3.0132 0.2775 -4.8668  0.118
H: 0.5266 6.8901 0.8348  0.079
H: 2.4971 3.3562 -5.1220  0.083
H: 0.5116 0.8968 -3.6769  0.115
C: -2.5203 2.4253 -1.6418  -0.121
H: -1.8673 1.6140 0.9031  0.067
C: -3.9789 1.3435 -3.2435  -0.048
C: -3.3513 -7.8077 2.7441  -0.037
H: 3.1966 1.8008 -5.6186  0.075
C: -2.3770 -8.4242 4.8639  -0.118
C: 1.8395 5.3265 0.1249  -0.378
H: -1.1282 0.8426 -6.2609  0.079
H: -2.8587 5.2391 0.3673  0.081
C: -2.0578 -7.7268 9.4534  -0.800
N: -1.3122 -8.2297 6.9227  -0.427
H: -4.1396 -9.3632 4.0602  0.126
H: 1.5034 4.9924 2.2351  0.082
F: -2.0439 -3.3470 2.9026  0.128
H: -4.9835 1.1001 -3.5809  0.107
C: 3.3798 2.7116 -5.0355  -0.060
C: -1.4300 1.8502 -2.3088  -0.112
H: -4.2201 4.2923 -0.2762  0.074
S: -0.2486 -7.3102 5.9533  0.651
C: 1.8167 1.7305 -0.6254  -0.252
S: -0.6475 -8.4505 8.5308  1.100
H: -1.2116 -1.3447 -4.8526  0.082
F: -2.2297 -8.4204 10.6148  0.074
H: 2.5858 3.8018 1.4761  0.064
C: 1.3856 6.7873 0.1619  -0.070
H: 5.7427 6.3556 -2.2955  0.107
H: -1.6010 -0.3686 -1.6082  0.099
O: -2.8391 -10.0013 6.6855  0.117
H: 5.7575 1.9104 -3.7690  0.078
C: 4.8136 4.5120 -2.9125  -0.029
C: 0.5510 -0.3969 1.0620  -0.008
H: 3.1772 5.4411 1.8247  0.087
C: 2.3044 4.8600 1.4997  -0.051
H: -3.0691 5.0777 -1.3882  0.088
C: 3.6412 2.3577 -3.5710  -0.379
H: -0.2757 2.2584 -5.5997  0.086
C: -0.2752 1.1636 -5.6503  -0.059
F: -3.2011 -7.8036 8.7373  0.099
C: -0.9342 -2.2477 1.1214  -0.141
C: 4.9140 5.6654 -2.1389  -0.055
C: -0.0019 0.0262 -0.1777  -0.126
H: 4.0286 6.8463 -0.5620  0.114
H: 4.9665 1.1585 -2.3602  0.078
F: -1.8260 -6.4181 9.7597  0.077
C: -2.2538 -9.0400 6.2189  -0.415
C: 4.8387 1.4274 -3.4145  -0.058
H: 2.1867 7.4412 0.5256  0.073
H: 5.5514 4.3025 -3.6919  0.117
N: 0.6095 3.1028 -2.0219  0.191
C: -2.8788 0.8644 -3.9560  -0.025
H: 0.6490 0.8420 -6.1439  0.076
C: -0.3535 -0.9625 -4.2852  -0.049
C: -2.4889 2.5176 0.8861  -0.041
C: 2.8964 1.3157 0.1426  0.007
C: 2.9060 5.0524 -0.9324  -0.123
C: -1.5839 1.1132 -3.4969  -0.145
H: -0.3937 -1.3804 -3.2722  0.070
C: 2.8724 3.8482 -1.6528  -0.093
H: 1.0783 7.1228 -0.8342  0.086
C: -3.8033 2.1322 -2.1048  -0.017
H: 0.5671 -1.3144 -4.7646  0.085

Computed properties:
DFT total energy in hartree: -3467.11322
ΔE to the lowest compared entry with this formula, charge and spin in kJ/mol: 0.0
Molar mass in g mol⁻¹: 830.96
LUMO level in eV: -0.31